No. 1
This record from OMol25 describes a 6-piece molecular cluster, C25H38Cl10N2O3 overall at a distorted geometry. The level of theory is ωB97M-V with the def2-TZVPD basis set.

Last column: Mulliken charge in e.
Positions of all 78 atoms, in Å:
C (2.365, -3.785, -0.585)  -0.7937
O (2.891, -2.553, -0.095)  -0.1857
C (3.238, -1.662, -1.140)  -0.9833
C (2.046, -0.751, -1.523)  1.4412
C (1.635, 0.283, -0.601)  -1.4482
N (0.672, 1.154, -0.814)  -0.0186
C (0.060, 0.929, -2.033)  0.2759
C (-1.047, 1.773, -2.425)  0.4727
C (-1.546, 2.865, -1.479)  -1.3698
C (-2.985, 2.612, -0.914)  -0.6772
C (-3.372, 1.110, -0.699)  0.2330
C (-4.535, 0.688, -1.610)  -0.0851
O (-5.656, 0.585, -1.167)  -0.6097
O (-4.340, 0.439, -2.960)  -0.4001
C (-1.688, 1.634, -3.627)  -0.2977
C (-1.276, 0.602, -4.527)  -1.1259
C (-0.245, -0.231, -4.178)  1.2822
C (0.110, -1.343, -5.180)  -1.4402
C (0.451, -0.088, -2.937)  0.1775
N (1.469, -0.966, -2.677)  -0.5039
H (3.012, -4.638, -0.308)  0.2640
H (2.265, -3.806, -1.683)  0.3342
H (1.378, -3.974, -0.135)  0.2579
H (4.040, -0.985, -0.800)  0.0612
H (3.590, -2.178, -2.049)  0.4652
H (2.201, 0.363, 0.337)  0.5535
H (-0.810, 3.106, -0.698)  0.3195
H (-1.616, 3.789, -2.086)  0.3925
H (-3.722, 3.068, -1.595)  0.4110
H (-3.047, 3.117, 0.063)  0.3748
H (-2.526, 0.408, -0.732)  0.0757
H (-3.792, 1.032, 0.313)  0.3846
H (-4.313, -0.511, -3.134)  0.3299
H (-2.520, 2.312, -3.836)  0.4274
H (-1.804, 0.482, -5.476)  0.3328
H (0.070, -2.287, -4.607)  0.3059
H (-0.620, -1.387, -6.000)  0.3571
H (1.135, -1.196, -5.551)  0.3017
Cl (-0.079, -1.941, 0.793)  -0.1071
C (-0.720, -1.810, 2.458)  -0.3119
C (-2.031, -1.082, 2.543)  -0.4409
Cl (-1.830, 0.650, 2.174)  -0.1655
H (0.037, -1.313, 3.063)  -0.1523
H (-0.835, -2.831, 2.820)  0.4532
H (-2.423, -1.146, 3.558)  0.4290
H (-2.774, -1.498, 1.863)  0.3237
Cl (3.552, -0.476, 4.038)  -0.1241
C (2.752, 0.373, 5.384)  -0.6349
C (1.874, -0.542, 6.202)  -0.4576
Cl (0.455, -1.093, 5.277)  -0.1647
H (2.184, 1.200, 4.962)  0.3360
H (3.538, 0.785, 6.015)  0.3745
H (1.503, -0.008, 7.076)  0.3145
H (2.412, -1.424, 6.543)  0.3393
Cl (5.306, 3.512, -2.465)  -0.1941
C (3.905, 3.326, -1.379)  -0.0717
C (4.321, 3.015, 0.038)  -0.4921
Cl (5.040, 1.389, 0.186)  -0.1718
H (3.262, 2.548, -1.786)  -0.0619
H (3.359, 4.268, -1.402)  0.3418
H (3.448, 3.035, 0.690)  0.2685
H (5.044, 3.737, 0.412)  0.4239
Cl (-10.111, 4.144, -0.381)  -0.2006
C (-8.494, 3.401, -0.249)  -0.4063
C (-8.524, 1.913, -0.490)  0.0362
Cl (-9.367, 1.037, 0.815)  -0.2032
H (-8.095, 3.638, 0.735)  0.3354
H (-7.865, 3.881, -0.998)  0.2606
H (-7.507, 1.526, -0.526)  -0.0981
H (-9.016, 1.671, -1.430)  0.3355
Cl (7.212, -4.266, 4.402)  -0.1996
C (6.573, -4.267, 2.738)  -0.4255
C (5.077, -4.078, 2.700)  0.1377
Cl (4.203, -5.485, 3.361)  -0.1959
H (6.869, -5.200, 2.264)  0.3461
H (7.059, -3.446, 2.212)  0.3009
H (4.745, -3.957, 1.669)  -0.0208
H (4.771, -3.198, 3.263)  0.0511

Output
HOMO-LUMO gap (eV): 8.5
Strongest force on any atom (Eh/bohr): 0.0383
Total charge: 0
HOMO (eV): -8.728
Lowest unoccupied orbital energy (Ha): -0.0075
Calculated total energy (Eh): -5912.56364
Structure (SMILES): COCc1cnc2c(CCCC(=O)O)ccc(C)c2n1.ClCCCl.ClCCCl.ClCCCl.ClCCCl.ClCCCl

No. 2
This record from OMol25 describes one molecule with the formula C4H7NO. The level of theory is ωB97M-V with the def2-TZVPD basis set.

Last column: Mulliken charge in e.
Positions of all 13 atoms, in Å:
C (-2.257, 0.216, 0.405)  -0.7085
N (-0.810, 0.240, 0.429)  -0.3179
C (-0.203, -0.333, -0.519)  -0.2694
C (1.280, -0.513, -0.481)  0.1395
C (2.146, 0.439, 0.223)  -0.4150
O (1.817, -0.806, 0.801)  -0.4020
H (-2.664, -0.483, -0.342)  0.3085
H (-2.654, 1.218, 0.211)  0.2442
H (-2.608, -0.088, 1.396)  0.2465
H (-0.729, -0.770, -1.383)  0.3012
H (1.700, -1.112, -1.291)  0.3580
H (3.187, 0.548, -0.082)  0.2586
H (1.677, 1.307, 0.684)  0.2565

Output
HOMO-LUMO gap (eV): 11.0
Strongest force on any atom (Eh/bohr): 0.0098
Total charge: 0
HOMO (eV): -9.872
Lowest unoccupied orbital energy (Ha): 0.0420
Calculated total energy (Eh): -286.53404
Energy relative to the best compared isomer or geometry (same formula, charge and spin) (kcal per mole): 61.3
Structure (SMILES): C/N=C/[C@H]1CO1

No. 3
This record from OMol25 describes a 2-piece molecular cluster, C4H13N3 overall at a distorted geometry. The level of theory is ωB97M-V with the def2-TZVPD basis set.

Last column: Mulliken charge in e.
Positions of all 20 atoms, in Å:
C (2.452, 0.613, -1.056)  -0.5431
C (-2.571, 0.971, -0.819)  -0.9577
C (-1.059, -0.929, -0.805)  -0.6656
C (1.486, -0.614, 2.121)  -0.9245
N (2.264, 0.067, 0.179)  -0.0438
N (-1.676, 0.051, -0.013)  -0.3223
N (1.246, 0.186, 0.986)  -0.2703
H (3.321, 0.297, -1.642)  0.1987
H (-0.945, 0.551, 0.497)  0.3386
H (1.664, 0.872, -1.745)  0.3138
H (-2.206, 1.387, -1.810)  0.2694
H (-3.421, 0.338, -0.966)  0.3609
H (-2.977, 1.703, -0.168)  0.3793
H (-1.449, -1.019, -1.841)  0.3663
H (0.090, -0.730, -0.942)  0.0142
H (-1.149, -1.908, -0.292)  0.2526
H (2.171, -1.362, 1.822)  0.3217
H (1.995, -0.077, 2.888)  0.3011
H (0.538, -1.100, 2.332)  0.3473
H (3.117, -0.459, 0.412)  0.2636

Output
HOMO-LUMO gap (alpha / beta) (eV): 8.5 / 8.5
Strongest force on any atom (Eh/bohr): 0.0668
Total charge: 0
HOMO (alpha / beta) (eV): -7.782 / -7.784
Lowest unoccupied orbital energy (alpha / beta) (Ha): 0.0282 / 0.0281
Calculated total energy (Eh): -324.31138
Energy relative to the best compared isomer or geometry (same formula, charge and spin) (kcal per mole): 102.6

No. 4
This record from OMol25 describes C42H46As3Br2F4O3PPt as an isolated structure. The level of theory is ωB97M-V with the def2-TZVPD basis set.

Last column: Mulliken charge in e.
Positions of all 102 atoms, in Å:
Pt (-0.279, -0.523, -0.280)  2.8535
C (1.623, -0.262, 3.073)  -1.0562
As (1.813, -0.154, 1.142)  0.3013
C (3.414, -1.194, 0.878)  -1.4135
C (2.510, 1.673, 0.888)  -2.2030
C (1.622, 2.808, 0.345)  3.0894
C (1.371, 2.698, -1.152)  -1.1127
C (0.324, 2.798, 1.134)  -2.3878
As (-1.097, 1.520, 0.686)  0.5256
C (-2.287, 2.620, -0.363)  -1.6395
C (-1.972, 1.609, 2.390)  -1.2561
C (2.394, 4.114, 0.652)  -2.1022
As (1.927, 5.914, -0.057)  0.2746
C (-0.032, 5.921, -0.194)  -0.9002
C (2.368, 5.708, -1.955)  -1.0091
H (2.562, 0.034, 3.541)  0.6259
H (1.401, -1.293, 3.342)  0.3183
H (0.830, 0.390, 3.436)  0.2696
H (4.225, -0.624, 1.333)  0.5466
H (3.600, -1.328, -0.185)  0.2511
H (3.319, -2.152, 1.376)  0.4701
H (3.400, 1.582, 0.265)  0.7330
H (2.842, 1.892, 1.906)  0.7779
H (1.013, 1.716, -1.446)  -0.7619
H (2.284, 2.874, -1.720)  0.6482
H (0.638, 3.434, -1.483)  0.0201
H (-0.197, 3.753, 1.056)  0.7312
H (0.519, 2.626, 2.197)  0.5668
H (-2.295, 3.591, 0.131)  0.6339
H (-3.286, 2.193, -0.359)  0.5155
H (-1.938, 2.705, -1.388)  0.3867
H (-2.108, 2.683, 2.521)  0.7506
H (-1.351, 1.211, 3.184)  0.3647
H (-2.932, 1.108, 2.384)  0.3289
H (3.428, 3.990, 0.317)  0.6629
H (2.442, 4.263, 1.734)  0.4876
H (-0.473, 6.038, 0.796)  0.3105
H (-0.459, 5.053, -0.696)  0.0699
H (-0.279, 6.806, -0.779)  0.4847
H (3.324, 5.193, -2.049)  0.2930
H (2.476, 6.709, -2.369)  0.4229
H (1.608, 5.169, -2.519)  0.2517
F (-4.621, -6.191, -1.289)  -0.2521
C (-3.883, -5.258, -0.732)  0.4148
C (-4.008, -4.986, 0.621)  0.4102
F (-4.862, -5.672, 1.358)  -0.2616
C (-3.227, -4.000, 1.204)  0.0333
F (-3.369, -3.848, 2.520)  -0.3781
C (-2.322, -3.246, 0.450)  -0.6420
P (-1.241, -2.019, 1.256)  1.6362
C (-2.303, -1.327, 2.534)  1.0620
C (-3.639, -1.077, 2.204)  -0.7808
C (-4.518, -0.609, 3.164)  -0.7564
C (-4.070, -0.380, 4.461)  -0.8765
C (-2.741, -0.601, 4.787)  -0.7288
C (-1.853, -1.064, 3.825)  -1.3818
C (-0.017, -3.129, 1.998)  1.5597
C (1.073, -3.543, 1.236)  -0.7175
C (1.911, -4.545, 1.702)  -0.5419
C (1.676, -5.134, 2.935)  -0.7777
C (0.575, -4.746, 3.687)  -0.9036
C (-0.280, -3.763, 3.219)  -0.8956
C (-2.179, -3.581, -0.889)  0.6690
Br (-0.813, -2.802, -1.903)  0.0538
C (-2.948, -4.560, -1.484)  0.4091
F (-2.798, -4.867, -2.763)  -0.2813
H (-4.011, -1.289, 1.208)  0.1056
H (-5.556, -0.442, 2.909)  0.5201
H (-4.761, -0.031, 5.216)  0.4617
H (-2.391, -0.419, 5.795)  0.4930
H (-0.821, -1.233, 4.098)  0.4940
H (1.257, -3.114, 0.258)  0.4680
H (2.745, -4.871, 1.095)  0.5390
H (2.336, -5.909, 3.300)  0.4356
H (0.367, -5.226, 4.634)  0.4964
H (-1.157, -3.518, 3.797)  0.4391
Br (-4.740, 1.081, -5.077)  -0.1261
C (-3.504, 0.665, -3.734)  -0.3962
C (-2.157, 0.932, -3.927)  -0.7094
C (-1.232, 0.624, -2.938)  0.0943
C (-1.654, 0.069, -1.735)  0.0712
C (-3.014, -0.188, -1.552)  0.0483
C (-3.937, 0.093, -2.546)  -0.4313
H (-1.824, 1.369, -4.859)  0.5437
H (-0.194, 0.846, -3.129)  0.1791
H (-3.368, -0.625, -0.627)  0.0526
H (-4.986, -0.128, -2.401)  0.5168
O (2.641, -1.372, -5.443)  -0.6815
C (3.403, -0.662, -4.604)  0.3181
C (4.656, -0.257, -5.078)  -0.8034
C (5.483, 0.496, -4.282)  -0.3788
C (5.100, 0.866, -2.983)  -1.4307
C (3.881, 0.452, -2.514)  0.7609
C (3.003, -0.315, -3.300)  -0.8994
C (1.712, -0.763, -2.792)  1.0385
O (0.915, -1.407, -3.470)  -0.9024
O (1.454, -0.492, -1.512)  -0.3313
H (1.796, -1.572, -4.993)  0.3398
H (4.945, -0.551, -6.077)  0.4948
H (6.448, 0.802, -4.665)  0.4118
H (5.760, 1.462, -2.369)  0.4769
H (3.568, 0.708, -1.514)  0.0941

Output
HOMO-LUMO gap (eV): 4.8
Strongest force on any atom (Eh/bohr): 0.0181
Total charge: +2
HOMO (eV): -12.740
Lowest unoccupied orbital energy (Ha): -0.2920
Calculated total energy (Eh): -14568.68075
Energy relative to the best compared isomer or geometry (same formula, charge and spin) (kcal per mole): 54.6